No. 1
Here is an isolated molecule of CH4OS2 in a non-equilibrium geometry from OMol25. Energies are from ωB97M-V/def2-TZVPD.

As for the total energy: -24817.47332 eV. The value obtained for the HOMO energy is -7.91 eV. The energy above the lowest of the compared OMol25 structures with the same formula, charge and spin is 41.6 kcal/mol. The net charge is 0. The calculation puts the HOMO-LUMO gap at 8.6 eV.

Atoms and positions in Å:
1 S -1.366 1.162 1.296
2 S 0.478 -0.841 -1.641
3 O 0.210 -0.804 0.463
4 C -0.066 -0.047 1.353
5 H 0.460 -0.016 2.319
6 H -1.755 0.842 0.053
7 H 0.314 0.491 -1.710
8 H 1.725 -0.787 -2.133


No. 2
Here is an isolated molecule of C4H7NO in a non-equilibrium geometry from OMol25. Energies are from ωB97M-V/def2-TZVPD.

As for the total energy: -7798.02965 eV. The value obtained for the HOMO energy is -10.61 eV. The energy above the lowest of the compared OMol25 structures with the same formula, charge and spin is 37.2 kcal/mol. The net charge is 0. The calculation puts the HOMO-LUMO gap at 11.3 eV.

Atoms and positions in Å:
1 O -0.305 -1.405 -0.838
2 N -0.968 3.104 0.380
3 C -1.192 0.536 -0.013
4 C 1.266 -0.691 0.619
5 C -1.090 1.966 0.211
6 C 0.163 -0.162 -0.355
7 H -1.698 0.065 0.829
8 H -1.866 0.383 -0.875
9 H 0.611 0.499 -1.133
10 H 0.376 -1.800 -1.390
11 H 1.902 0.139 0.846
12 H 1.921 -1.485 0.186
13 H 0.880 -1.149 1.533